1.
Molecular formula: CH2Cl2S2
Method: DFT, ωB97M-V with the def2-TZVPD basis set

```
7
Properties=species:S:1:pos:R:3:mulliken_charge:R:1
C 1.960 2.524 -2.440 0.32
S -0.807 0.608 -0.188 -0.23
S 0.936 2.083 -3.617 -0.16
Cl 1.596 3.634 -1.164 -0.09
Cl 3.488 1.912 -2.223 -0.07
H -0.710 0.564 -1.492 0.10
H -0.465 1.957 -0.229 0.12
```

The calculation puts the energy above the lowest of the compared OMol25 structures with the same formula, charge and spin at 10.7 kcal per mole. The calculation puts the HOMO energy at -9.74 eV. The energy comes out at -1756.02371 Ha. The HOMO-LUMO gap comes out at 8.62 eV. Its SMILES is S=C(Cl)Cl.S.

---

2.
Molecular formula: CH2Cl4Si
Method: DFT, ωB97M-V with the def2-TZVPD basis set

```
8
Properties=species:S:1:pos:R:3:mulliken_charge:R:1
C -0.380 -0.426 -0.462 -0.65
Si -2.221 -0.031 -0.087 0.80
Cl 0.157 -2.095 0.276 -0.19
Cl -2.328 1.922 0.269 -0.20
Cl -3.052 -0.902 1.558 -0.20
Cl -3.228 -0.733 -1.810 -0.25
H 0.182 0.443 -0.043 0.28
H 0.059 -0.384 -1.393 0.41
```

The calculation puts the energy above the lowest of the compared OMol25 structures with the same formula, charge and spin at 15.4 kcal per mole. The calculation puts the HOMO energy at -10.95 eV. The energy comes out at -2169.71264 Ha. The HOMO-LUMO gap comes out at 11.30 eV. Its SMILES is ClC[Si](Cl)(Cl)Cl.

---

3.
Molecular formula: CH2ClF3N2
Method: DFT, ωB97M-V with the def2-TZVPD basis set

```
9
Properties=species:S:1:pos:R:3:mulliken_charge:R:1
C 0.396 1.505 0.521 0.84
N 0.197 0.358 -0.297 -0.27
N -0.367 -0.763 0.236 -0.33
F -0.630 2.357 0.363 -0.25
F 1.520 2.165 0.185 -0.24
F 0.443 1.185 1.835 -0.27
Cl -2.176 -0.551 0.219 -0.14
H -0.347 0.706 -1.056 0.30
H -0.183 -0.768 1.285 0.35
```

The calculation puts the energy above the lowest of the compared OMol25 structures with the same formula, charge and spin at 0.0 kcal per mole. The calculation puts the HOMO energy at -10.01 eV. The energy comes out at -908.55227 Ha. The HOMO-LUMO gap comes out at 10.35 eV. Its SMILES is FC(F)(F)NNCl.

---

4.
Molecular formula: CH2ClFO2
Method: DFT, ωB97M-V with the def2-TZVPD basis set

```
7
Properties=species:S:1:pos:R:3:mulliken_charge:R:1
C 0.123 -0.118 0.390 -0.07
O -1.203 -0.377 0.240 -0.10
O 0.628 0.699 -0.776 -0.27
F -1.927 0.782 0.451 -0.12
Cl 1.283 -0.332 -1.954 0.00
H 0.719 -1.156 0.507 0.30
H 0.377 0.502 1.141 0.27
```

The calculation puts the energy above the lowest of the compared OMol25 structures with the same formula, charge and spin at 148.7 kcal per mole. The calculation puts the HOMO energy at -10.60 eV. The energy comes out at -749.62361 Ha. The HOMO-LUMO gap comes out at 10.69 eV. Its SMILES is FOCOCl.

---

5.
Molecular formula: CH2ClFO2
Method: DFT, ωB97M-V with the def2-TZVPD basis set

```
7
Properties=species:S:1:pos:R:3:mulliken_charge:R:1
C 1.405 0.982 0.389 0.25
O 1.973 0.184 -0.185 0.02
O -1.420 -0.207 0.503 -0.43
F 1.139 -1.258 -0.787 -0.59
Cl -2.480 0.024 -0.764 0.03
H -0.913 -1.008 0.179 0.40
H 0.295 1.284 0.666 0.33
```

The calculation puts the energy above the lowest of the compared OMol25 structures with the same formula, charge and spin at 159.9 kcal per mole. The calculation puts the HOMO energy (spin up / spin down) at -10.23 / -10.08 eV. The energy comes out at -749.60586 Ha. The HOMO-LUMO gap (spin up / spin down) comes out at 8.81 / 8.65 eV.

---

6.
Molecular formula: CH2ClFP2
Method: DFT, ωB97M-V with the def2-TZVPD basis set

```
7
Properties=species:S:1:pos:R:3:mulliken_charge:R:1
C 0.437 -0.398 0.162 -0.17
F 0.010 2.033 0.946 -0.26
P -1.389 -0.362 -0.036 -0.03
P -0.018 1.250 -0.452 0.25
Cl 1.408 -1.661 -0.594 -0.15
H 0.600 -0.270 1.317 0.31
H -1.049 -0.591 -1.343 0.05
```

The calculation puts the energy above the lowest of the compared OMol25 structures with the same formula, charge and spin at 4.2 kcal per mole. The calculation puts the HOMO energy at -9.67 eV. The energy comes out at -1282.05112 Ha. The HOMO-LUMO gap comes out at 10.35 eV. Its SMILES is FP1#[PH][C@H]1Cl.

---

7.
Molecular formula: CH2ClFS
Method: DFT, ωB97M-V with the def2-TZVPD basis set

```
6
Properties=species:S:1:pos:R:3:mulliken_charge:R:1
C 1.695 0.483 -0.379 -0.09
F 2.197 1.108 0.682 -0.19
S -2.948 -0.480 0.195 -0.14
Cl 0.428 -0.534 0.012 -0.08
H 1.931 1.006 -1.201 0.37
H -3.304 -1.582 0.691 0.13
```

The calculation puts the energy above the lowest of the compared OMol25 structures with the same formula, charge and spin at 76.1 kcal per mole. The calculation puts the HOMO energy (spin up / spin down) at -10.09 / -8.40 eV. The energy comes out at -997.40285 Ha. The HOMO-LUMO gap (spin up / spin down) comes out at 10.27 / 5.94 eV.

---

8.
Molecular formula: CH2ClIO
Method: DFT, ωB97M-V with the def2-TZVPD basis set

```
6
Properties=species:S:1:pos:R:3:mulliken_charge:R:1
C -0.786 -1.049 0.674 -0.02
O 0.364 -1.425 0.263 -0.18
Cl 1.321 3.100 -0.024 -0.26
I -2.122 -1.157 -1.046 -0.10
H 0.650 2.211 0.724 0.26
H 0.573 -1.680 -0.591 0.31
```

The calculation puts the energy above the lowest of the compared OMol25 structures with the same formula, charge and spin at 52.3 kcal per mole. The calculation puts the HOMO energy at -9.52 eV. The energy comes out at -872.32949 Ha. The HOMO-LUMO gap comes out at 9.29 eV.

---

9.
Molecular formula: CH2ClN
Method: DFT, ωB97M-V with the def2-TZVPD basis set

```
5
Properties=species:S:1:pos:R:3:mulliken_charge:R:1
C 0.476 0.218 -0.013 -0.01
N 1.461 0.975 0.024 -0.32
Cl 3.165 -0.174 -0.002 -0.18
H -0.579 0.380 -0.209 0.27
H 0.453 -0.820 0.110 0.24
```

The calculation puts the energy above the lowest of the compared OMol25 structures with the same formula, charge and spin at 44.5 kcal per mole. The calculation puts the HOMO energy at -10.84 eV. The energy comes out at -554.15420 Ha. The HOMO-LUMO gap comes out at 9.81 eV. Its SMILES is C=NCl.

---

10.
Molecular formula: CH2ClN
Method: DFT, ωB97M-V with the def2-TZVPD basis set

```
5
Properties=species:S:1:pos:R:3:mulliken_charge:R:1
C -1.006 -0.091 -0.110 -0.15
N -2.017 0.292 0.326 -0.15
Cl 3.494 -0.276 -0.101 -0.25
H 2.460 -0.307 -0.858 0.25
H -2.932 0.383 0.743 0.31
```

The calculation puts the energy above the lowest of the compared OMol25 structures with the same formula, charge and spin at 12.5 kcal per mole. The calculation puts the HOMO energy at -11.50 eV. The energy comes out at -554.20510 Ha. The HOMO-LUMO gap comes out at 12.65 eV.

---

11.
Molecular formula: CH2ClN2O3
Method: DFT, ωB97M-V with the def2-TZVPD basis set

```
9
Properties=species:S:1:pos:R:3:mulliken_charge:R:1
C 1.323 0.045 -0.172 -0.22
N 4.438 0.384 0.000 1.17
N 0.126 0.387 0.032 0.09
O 4.381 1.453 0.347 -0.16
O 4.110 -0.663 -0.251 -0.16
O -0.902 -0.548 0.137 -0.37
Cl 1.764 -1.609 -0.174 -0.07
H 0.065 1.453 -0.082 0.35
H -1.730 -0.007 0.293 0.36
```

The calculation puts the energy above the lowest of the compared OMol25 structures with the same formula, charge and spin at 79.6 kcal per mole. The calculation puts the HOMO energy (spin up / spin down) at -13.09 / -13.09 eV. The energy comes out at -834.13696 Ha. The HOMO-LUMO gap (spin up / spin down) comes out at 5.19 / 5.19 eV. The total charge is +1.

---

12.
Molecular formula: CH2ClN3O
Method: DFT, ωB97M-V with the def2-TZVPD basis set

```
8
Properties=species:S:1:pos:R:3:mulliken_charge:R:1
C 3.098 0.634 0.379 0.49
N 2.074 0.808 -0.598 -0.31
N 0.025 0.286 -0.067 -0.27
N 1.044 0.046 -0.858 0.07
O 4.184 0.513 0.690 -0.24
Cl 1.670 -1.812 -0.537 -0.26
H -0.826 -0.154 -0.318 0.25
H 0.369 0.340 0.992 0.27
```

The calculation puts the energy above the lowest of the compared OMol25 structures with the same formula, charge and spin at 15.3 kcal per mole. The calculation puts the HOMO energy at -9.66 eV. The energy comes out at -738.84970 Ha. The HOMO-LUMO gap comes out at 9.02 eV. Its SMILES is NN(Cl)N=C=O.

---

13.
Molecular formula: CH2ClNO3S
Method: DFT, ωB97M-V with the def2-TZVPD basis set

```
9
Properties=species:S:1:pos:R:3:mulliken_charge:R:1
C -0.807 0.125 0.290 0.50
N -0.568 -0.840 -0.671 -0.30
O 0.366 0.335 1.024 -0.31
O 0.436 -0.342 -1.369 -0.23
O -1.281 1.111 -0.421 -0.30
S 1.705 -0.009 0.112 0.11
Cl -2.478 2.325 0.029 0.00
H -1.622 -0.335 0.996 0.31
H 1.585 1.181 -0.322 0.21
```

The calculation puts the energy above the lowest of the compared OMol25 structures with the same formula, charge and spin at 186.7 kcal per mole. The calculation puts the HOMO energy (spin up / spin down) at -8.87 / -8.42 eV. The energy comes out at -1177.86907 Ha. The HOMO-LUMO gap (spin up / spin down) comes out at 7.89 / 7.31 eV.

---

14.
Molecular formula: CH2ClO2P
Method: DFT, ωB97M-V with the def2-TZVPD basis set

```
7
Properties=species:S:1:pos:R:3:mulliken_charge:R:1
C 0.924 1.119 -0.459 0.11
O 0.878 0.682 0.758 -0.23
O -0.385 1.340 -0.739 -0.31
P -0.781 0.840 0.841 0.05
Cl -1.149 -2.774 0.878 -0.26
H 1.791 1.468 -0.875 0.39
H -1.277 -2.675 -0.404 0.24
```

The calculation puts the energy above the lowest of the compared OMol25 structures with the same formula, charge and spin at 55.5 kcal per mole. The calculation puts the HOMO energy (spin up / spin down) at -7.43 / -7.43 eV. The energy comes out at -991.25209 Ha. The HOMO-LUMO gap (spin up / spin down) comes out at 7.83 / 7.83 eV. Its SMILES is O1C2OP12.Cl.

---

15.
Molecular formula: CH2ClO2P
Method: DFT, ωB97M-V with the def2-TZVPD basis set

```
7
Properties=species:S:1:pos:R:3:mulliken_charge:R:1
C -2.452 0.497 2.104 0.19
O -2.218 1.733 1.781 -0.30
O -1.716 -0.191 1.187 -0.32
P -1.172 1.291 0.474 0.06
Cl 0.910 -1.351 -3.504 -0.25
H -3.000 0.144 2.933 0.37
H 1.157 -2.475 -2.891 0.25
```

The calculation puts the energy above the lowest of the compared OMol25 structures with the same formula, charge and spin at 51.2 kcal per mole. The calculation puts the HOMO energy at -7.52 eV. The energy comes out at -991.25887 Ha. The HOMO-LUMO gap comes out at 7.90 eV. Its SMILES is O1C2OP12.Cl.

---

16.
Molecular formula: CH2ClPSi
Method: DFT, ωB97M-V with the def2-TZVPD basis set

```
6
Properties=species:S:1:pos:R:3:mulliken_charge:R:1
C 0.590 1.085 -0.262 0.25
Si -1.207 -1.079 0.440 0.06
P -0.964 1.328 0.034 -0.07
Cl 2.196 1.325 -0.574 -0.07
H -0.109 -1.568 1.190 -0.10
H -0.505 -1.091 -0.827 -0.08
```

The calculation puts the energy above the lowest of the compared OMol25 structures with the same formula, charge and spin at 85.1 kcal per mole. The calculation puts the HOMO energy (spin up / spin down) at -8.14 / -8.14 eV. The energy comes out at -1130.17760 Ha. The HOMO-LUMO gap (spin up / spin down) comes out at 7.04 / 7.05 eV. Its SMILES is [SiH2]=P#CCl.

---

17.
Molecular formula: CH2F3NOS
Method: DFT, ωB97M-V with the def2-TZVPD basis set

```
9
Properties=species:S:1:pos:R:3:mulliken_charge:R:1
C -1.614 0.814 -0.610 0.83
N 0.582 -0.032 -0.186 -0.51
O -1.631 0.087 -1.507 -0.44
F -2.077 0.475 0.567 -0.20
F -1.408 2.132 -0.636 -0.19
F 3.044 -0.420 0.925 -0.31
S 1.341 -0.479 1.134 0.35
H 1.563 -1.858 1.084 0.20
H 0.201 -0.719 -0.771 0.26
```

The calculation puts the energy above the lowest of the compared OMol25 structures with the same formula, charge and spin at 43.7 kcal per mole. The calculation puts the HOMO energy at -10.68 eV. The energy comes out at -867.01427 Ha. The HOMO-LUMO gap comes out at 10.47 eV.

---

18.
Molecular formula: CH2F3NS2
Method: DFT, ωB97M-V with the def2-TZVPD basis set

```
9
Properties=species:S:1:pos:R:3:mulliken_charge:R:1
C 0.386 1.386 0.373 0.61
N 0.219 -1.391 -0.220 -0.35
F 0.271 2.638 -0.189 -0.22
F 1.566 1.423 0.938 -0.19
F -0.629 1.076 1.097 -0.17
S -1.344 -2.133 -0.181 -0.07
S 0.500 -0.138 -1.282 -0.06
H 1.079 -1.872 -0.201 0.30
H -2.049 -0.988 -0.334 0.14
```

The calculation puts the energy above the lowest of the compared OMol25 structures with the same formula, charge and spin at 29.3 kcal per mole. The calculation puts the HOMO energy at -8.67 eV. The energy comes out at -1189.95062 Ha. The HOMO-LUMO gap comes out at 8.78 eV. Its SMILES is FC(F)(F)SNS.

---

19.
Molecular formula: CH2F3P
Method: DFT, ωB97M-V with the def2-TZVPD basis set

```
7
Properties=species:S:1:pos:R:3:mulliken_charge:R:1
C 0.168 0.603 0.041 -0.13
F -0.465 1.489 -0.712 -0.25
F 2.509 0.342 1.193 -0.35
F 2.144 -1.027 -0.846 -0.27
P 2.002 0.593 -0.479 0.56
H -0.266 -0.290 -0.092 0.24
H -0.027 0.894 1.089 0.20
```

The calculation puts the energy above the lowest of the compared OMol25 structures with the same formula, charge and spin at 14.8 kcal per mole. The calculation puts the HOMO energy at -10.82 eV. The energy comes out at -680.27306 Ha. The HOMO-LUMO gap comes out at 10.97 eV. Its SMILES is FCP(F)F.

---

20.
Molecular formula: CH2F4Si
Method: DFT, ωB97M-V with the def2-TZVPD basis set

```
8
Properties=species:S:1:pos:R:3:mulliken_charge:R:1
C -0.073 0.344 -0.077 -0.34
F -0.188 1.680 0.057 -0.20
F 3.508 -0.332 1.398 -0.24
F 3.667 1.400 -0.447 -0.23
F 3.407 -0.911 -1.104 -0.23
Si 2.865 0.104 -0.002 0.68
H -0.639 0.102 -0.955 0.27
H -0.088 0.024 0.972 0.30
```

The calculation puts the energy above the lowest of the compared OMol25 structures with the same formula, charge and spin at 82.0 kcal per mole. The calculation puts the HOMO energy (spin up / spin down) at -9.55 / -9.72 eV. The energy comes out at -728.33187 Ha. The HOMO-LUMO gap (spin up / spin down) comes out at 8.55 / 8.30 eV.